[1]
57
Properties=species:S:1:pos:R:3:nbo_charge:R:1 method="wB97M-V/def2-TZVPD" energy_ha=-3890.14592 multiplicity=2 homo_lumo_gap_ev="5.5888 / 6.7055" s2=0.78 relative_energy_kcal_mol=13.9 charge=-1 e_homo_ev="-3.50 / -4.62" max_force_ha_per_bohr=0.012
C 5.062 1.983 2.719 -1.12
Sb -2.046 0.291 -2.408 1.39
H 0.537 4.193 2.935 0.21
C 2.052 -0.266 4.407 -0.11
H 0.954 4.475 0.556 0.22
C 2.173 -0.191 2.030 0.13
C 0.135 3.181 2.879 -0.63
H -1.748 3.999 2.093 0.23
C 5.677 -1.038 2.557 -1.12
C 2.228 -3.282 -2.757 -0.26
H 6.108 2.239 2.907 0.23
C 5.117 0.285 5.239 -1.12
H 1.546 -3.152 1.008 0.22
H 4.439 2.745 3.194 0.23
C 1.851 -3.150 -0.027 -0.05
C 3.017 -3.651 -0.512 -0.23
O 0.338 1.891 0.215 -1.02
H 4.579 1.055 5.796 0.23
Si 4.675 0.290 3.413 1.65
C 0.516 4.368 -1.581 -0.63
H -0.094 2.851 3.893 0.22
H 0.909 2.522 2.481 0.24
C 0.126 -0.650 3.075 0.08
H 5.363 -2.029 2.892 0.24
N 0.859 -0.484 1.970 -0.61
C 3.282 -3.655 -1.892 -0.28
H 5.551 -0.998 1.475 0.26
C 0.683 -0.549 4.328 -0.32
H 1.050 5.283 -1.840 0.21
H 6.185 0.484 5.354 0.24
H 6.738 -0.923 2.792 0.23
H -0.587 5.243 0.087 0.22
S 2.910 0.039 0.481 -0.23
C 0.098 4.415 -0.117 -0.59
H 1.168 3.514 -1.762 0.24
H 2.311 -3.414 -3.827 0.22
H -0.353 4.257 -2.231 0.25
H 4.214 -4.039 -2.281 0.20
H -0.922 -0.874 2.912 0.22
C -1.114 3.112 2.014 -0.60
H 0.080 -0.692 5.213 0.22
S -0.801 2.912 0.255 1.35
H -1.735 2.246 2.248 0.25
H 4.913 -0.680 5.710 0.23
S -2.907 2.338 -2.867 -0.84
S -2.688 -1.622 -3.406 -0.80
H 0.181 -2.529 -2.843 0.27
H 3.725 -4.063 0.196 0.21
O -0.313 -2.227 -0.417 -0.64
C 1.064 -2.784 -2.274 -0.01
C 2.834 -0.079 3.279 -0.54
Zr 0.318 -0.270 -0.295 1.61
S -2.169 0.014 0.038 -0.76
H 2.504 -0.192 5.390 0.21
N 0.960 -2.505 -0.899 -0.20
H 4.879 2.021 1.646 0.26
S 0.384 0.480 -2.663 -0.71

=====

[2]
87
Properties=species:S:1:pos:R:3:mulliken_charge:R:1 method="wB97M-V/def2-TZVPD" energy_ha=-4828.79466 multiplicity=3 homo_lumo_gap_ev="5.7802 / 5.7582" s2=2.01 relative_energy_kcal_mol=30.5 charge=-2 e_homo_ev="-1.67 / -1.64" max_force_ha_per_bohr=0.037
O 3.144 1.592 -0.306 -0.65
C 4.943 -3.247 -4.594 -0.15
N -1.017 1.438 -1.623 1.72
H 9.653 -1.194 -4.099 0.38
C 7.664 -1.312 -3.309 -0.18
H 4.308 -4.405 -1.502 0.35
C 6.086 -3.158 1.487 -0.73
C 4.411 -5.581 -4.667 -0.39
C -2.244 2.864 2.320 -0.96
C 4.795 -3.230 -3.212 -0.18
H -1.931 -0.886 -3.098 0.15
H 2.566 1.509 -3.280 0.42
C 8.906 -0.722 -3.473 -0.59
H 0.805 3.097 3.758 0.43
C 0.387 3.458 -0.980 -1.10
Ge 4.875 -1.518 -2.193 1.73
C -0.663 2.750 -1.767 0.23
O 1.526 0.298 -1.185 0.00
C -1.908 1.860 1.426 0.37
H -2.176 -4.267 -1.812 0.42
H 7.444 -2.248 -3.807 0.34
H 0.193 3.442 0.089 0.10
C 2.598 0.972 -1.208 0.22
C 4.918 -1.991 -0.270 -0.21
O 1.571 -0.018 1.529 0.15
Tc -0.349 0.050 -0.188 0.38
O 2.213 1.144 3.325 -0.90
C 6.691 -0.727 -2.508 -0.23
C -2.649 -0.129 -2.783 -1.46
C 4.445 -4.413 -2.576 -0.27
O -2.380 -0.080 0.254 -0.36
C 0.010 2.824 3.078 -0.54
C 1.505 0.918 2.339 -0.05
H -1.751 -2.902 2.848 0.43
H 0.410 4.497 -1.311 0.38
C -1.242 3.431 3.097 1.10
H -1.302 4.344 -3.135 0.44
H 4.253 -6.490 -5.231 0.36
H 6.275 0.902 -1.192 0.50
H 3.799 -0.392 -4.180 0.50
H -3.270 3.181 2.406 0.52
N -1.201 -2.595 0.909 0.53
C -1.974 1.187 -2.574 0.32
H -2.931 2.422 -4.110 0.42
C 8.249 1.050 -2.007 -0.68
H 6.650 -3.218 -0.580 0.41
C -2.829 -4.712 0.190 -0.19
C 7.011 0.454 -1.846 -0.42
H 3.473 -1.380 2.707 0.41
H -3.404 -0.019 -3.562 0.40
C 4.756 -4.408 -5.318 -0.73
H 4.194 1.550 -2.563 0.30
H 3.202 -0.863 0.382 0.16
O -4.129 1.132 0.921 -0.83
H -3.232 -4.854 2.310 0.38
S -0.352 -2.105 -1.564 -0.48
C -2.922 0.946 0.794 0.02
O -0.451 -1.616 1.284 -0.67
H 2.546 -0.972 -3.083 0.39
N -0.637 1.426 1.257 0.87
H -3.127 -0.475 -1.869 0.17
C 5.201 -2.639 2.422 -0.50
C 3.486 -0.421 -3.130 -0.98
H 5.200 -2.329 -5.108 0.33
H 4.865 -4.401 -6.395 0.37
C 4.172 -1.813 2.008 -0.74
C 9.198 0.469 -2.832 -0.37
H 8.480 1.970 -1.486 0.39
C -2.108 -4.022 -0.763 -0.83
H -0.686 4.730 4.368 0.29
C -2.218 2.321 -3.308 -0.88
C 3.260 0.985 -2.615 -1.14
C -1.284 -2.953 -0.418 0.49
C 4.257 -5.580 -3.291 -0.70
C 5.950 -2.826 0.152 -0.31
H 6.890 -3.814 1.799 0.36
C -1.376 3.324 -2.794 -0.82
H -3.474 -5.532 -0.090 0.36
H 1.367 3.020 -1.150 0.05
C 0.265 1.818 2.167 -0.50
C -1.891 -3.272 1.843 -0.19
H 5.324 -2.882 3.471 0.37
C -2.706 -4.331 1.526 -0.78
H 10.164 0.939 -2.970 0.34
H 3.977 -6.490 -2.777 0.39
C 4.024 -1.501 0.665 0.17
O -1.506 4.509 3.911 -0.58